1.
An isolated molecule of C4H5NO2, computed with ωB97M-V/def2-TZVPD.

Calculated total energy, eV: -9812.880
Energy relative to the best compared isomer or geometry (same formula, charge and spin), eV: 1.435
Kohn-Sham gap, eV: 8.922
M, g/mol: 99.089
HOMO energy, eV: -9.79
SMILES string: C/C(C=O)=N/C=O
LUMO level, eV: -0.872

Geometry as ORCA input:
```
! RIJCOSX wB97M-V def2-TZVPD def2/J DEFGRID3
* xyz 0 1
O -1.850 0.584 2.363
O 0.789 -1.002 1.727
N -0.838 0.760 0.286
C -0.052 -0.049 -0.292
C 0.133 -0.024 -1.786
C 0.798 -1.013 0.521
C -0.919 0.919 1.681
H 0.811 0.799 -2.040
H -0.072 1.530 2.046
H 1.436 -1.718 -0.048
H -0.817 0.164 -2.291
H 0.579 -0.949 -2.166
*
```

=====

2.
A structure of composition C4H5NO2 at a distorted geometry, computed with ωB97M-V/def2-TZVPD.

Calculated total energy, eV: -9809.860
Energy relative to the best compared isomer or geometry (same formula, charge and spin), eV: 4.455
Kohn-Sham gap, eV: 9.977
M, g/mol: 99.089
HOMO energy, eV: -9.68
LUMO level, eV: 0.299

Geometry as ORCA input:
```
! RIJCOSX wB97M-V def2-TZVPD def2/J DEFGRID3
* xyz 0 1
O -2.344 0.276 0.935
O 0.265 -0.733 -1.233
N 1.724 -0.251 0.914
C -1.691 -0.358 0.141
C -0.403 0.153 -0.513
C 0.412 1.057 0.306
C 1.655 -1.109 0.078
H -1.974 -1.378 -0.201
H 1.997 -2.034 -0.355
H -0.108 1.548 1.130
H 1.151 1.654 -0.205
H -0.685 1.175 -0.998
*
```

=====

3.
An isolated molecule of C4H5NO2, computed with ωB97M-V/def2-TZVPD.

Calculated total energy, eV: -9812.335
Energy relative to the best compared isomer or geometry (same formula, charge and spin), eV: 1.980
Kohn-Sham gap, eV: 11.231
M, g/mol: 99.089
HOMO energy, eV: -10.24
SMILES string: C1=NC[C@@H]2O[C@@H]2O1
LUMO level, eV: 0.989

Geometry as ORCA input:
```
! RIJCOSX wB97M-V def2-TZVPD def2/J DEFGRID3
* xyz 0 1
O 0.694 1.339 -0.546
O -1.622 0.788 -0.244
N 1.226 -0.953 -0.364
C -0.414 1.224 0.294
C -0.188 -1.233 -0.126
C 1.527 0.251 -0.573
C -0.897 -0.115 0.608
H -0.472 2.081 0.957
H 2.544 0.555 -0.806
H -1.350 -0.319 1.577
H -0.276 -2.186 0.399
H -0.676 -1.343 -1.103
*
```

=====

Q: Look up the energy relative to the best compared isomer or geometry (same formula, charge and spin) of the third one.
A: 1.980 eV